No. 1
Molecular formula: C22H24IrN4O2S
Method: DFT, ωB97M-V with the def2-TZVPD basis set

```
! RIJCOSX wB97M-V def2-TZVPD def2/J DEFGRID3
* xyz 2 2
Ir -1.141 1.205 0.260
S 1.846 0.695 0.028
O 1.217 0.225 1.243
O 2.837 1.715 0.074
N 0.477 -4.847 -0.499
N 0.499 1.319 -0.809
N -0.899 3.007 -0.621
N -1.801 -0.721 0.049
C -3.118 -0.954 -0.132
C -1.147 1.373 3.287
C -1.347 -3.028 -0.289
C 2.938 -1.727 -0.201
C 2.074 -0.785 -2.270
C 3.098 -2.980 -2.264
C 2.303 -0.702 -0.901
C 1.162 3.626 -1.674
C 3.482 -4.233 -2.990
C -1.978 2.051 4.395
C -1.336 -0.140 3.315
C -0.350 -4.058 -0.404
C 2.470 -1.931 -2.936
C 3.333 -2.854 -0.894
C -1.401 4.244 -0.738
C -1.539 2.018 1.992
C 0.345 2.695 -1.091
C 0.635 4.910 -1.807
C -2.704 -3.278 -0.465
C -3.597 -2.221 -0.377
C -0.924 -1.737 -0.018
C -0.650 5.222 -1.350
H -3.780 -0.100 -0.083
H 2.644 -4.935 -2.977
H -4.658 -2.372 -0.511
H -1.022 -0.531 4.281
H -3.041 1.839 4.270
H -0.739 -0.647 2.558
H -1.504 3.106 1.997
H 0.120 -1.518 0.144
H 2.159 3.370 -2.004
H 3.826 -3.658 -0.363
H -2.392 -0.397 3.188
H -3.050 -4.282 -0.673
H 2.295 -2.012 -4.002
H 4.324 -4.728 -2.511
H -2.597 1.679 1.607
H -1.668 1.654 5.360
H 1.592 0.023 -2.805
H 1.236 5.678 -2.276
H -0.094 1.625 3.453
H -2.395 4.422 -0.350
H 3.733 -4.032 -4.030
H -1.057 6.216 -1.464
H 3.118 -1.641 0.863
H -1.833 3.131 4.413
*
```

Properties
F_max: 0.8 eV/A
total energy: -1724.08362 Eh
Kohn-Sham gap (alpha / beta): 6.4 / 5.4 eV
E_HOMO (alpha / beta): -0.540 / -0.540 Ha

No. 2
Molecular formula: C22H24LuNO5
Method: DFT, ωB97M-V with the def2-TZVPD basis set

```
! RIJCOSX wB97M-V def2-TZVPD def2/J DEFGRID3
* xyz -2 1
Lu -0.470 0.366 -0.166
O -0.301 1.151 2.758
O 4.367 0.246 7.742
O 5.725 -0.761 6.330
O 1.195 0.477 1.205
O 0.125 0.289 -2.066
N 4.667 -0.145 6.590
C -1.086 -2.103 -5.007
C 0.845 0.772 2.430
C -1.154 -1.994 -1.145
C 1.893 0.585 3.489
C -0.081 0.186 -4.519
C 4.035 -0.311 4.224
C -2.911 1.357 -0.134
C -0.430 -1.924 1.046
C 3.108 -0.074 3.214
C -1.244 2.701 -1.002
C -2.221 -1.496 -0.345
C -2.584 -0.071 -4.742
C 1.642 1.040 4.799
C -2.288 1.782 -1.343
C 0.789 -0.008 -3.247
C -0.049 -2.271 -0.286
C -1.250 -0.677 -4.674
C -2.226 1.969 0.958
C -1.205 2.815 0.424
C -1.773 -1.441 1.014
C 2.556 0.813 5.822
C 3.753 0.125 5.536
H 3.320 -0.394 2.193
H 0.607 -0.017 -5.356
H 0.719 1.580 5.016
H -3.790 0.723 -0.057
H 0.171 -2.109 1.937
H -2.688 0.764 -4.034
H -2.366 -1.137 1.876
H 1.668 0.651 -3.322
H 1.148 -1.051 -3.240
H -0.976 -2.256 -6.097
H -2.596 1.522 -2.354
H -2.797 0.333 -5.749
H -1.981 -2.671 -4.707
H -3.373 -0.805 -4.518
H -0.385 1.239 -4.569
H -2.512 1.897 2.005
H -0.208 -2.563 -4.529
H -0.565 3.486 0.999
H -3.217 -1.269 -0.725
H 2.365 1.155 6.838
H 0.897 -2.722 -0.596
H -0.635 3.262 -1.716
H 4.974 -0.825 4.022
H -1.203 -2.188 -2.220
*
```

Properties
F_max: 2.6 eV/A
total energy: -2519.22178 Eh
Kohn-Sham gap (alpha / beta): 6.7 / 3.7 eV
E_HOMO (alpha / beta): -0.089 / 0.017 Ha

No. 3
Molecular formula: C22H24N3O6SSe4W
Method: DFT, ωB97M-V with the def2-TZVPD basis set

```
! RIJCOSX wB97M-V def2-TZVPD def2/J DEFGRID3
* xyz 1 1
W 1.069 -0.953 -2.251
Se 0.404 -2.348 -4.342
Se -0.902 -0.496 -3.986
Se 3.715 -1.004 -3.046
Se 2.114 -0.592 -4.536
S -1.726 1.329 2.527
O -0.460 0.870 2.021
O -0.462 -2.149 -1.366
O -1.924 1.596 3.913
O 1.430 1.002 -2.315
O -0.435 -0.057 -0.970
O 1.848 -2.784 -1.826
N 2.128 -2.085 0.316
N -2.819 0.159 2.126
N 1.916 -0.855 -0.301
C -2.831 -0.321 0.745
C 2.627 -6.094 1.557
C 2.239 -6.779 -0.718
C 1.677 1.863 -1.347
C 2.072 -3.040 -0.543
C 2.490 -4.769 1.187
C -3.025 4.924 0.081
C -2.081 4.032 -0.422
C 2.101 -5.452 -1.093
C -0.899 -1.193 -0.650
C -2.191 2.745 1.590
C 1.598 3.299 -1.771
C 2.131 0.203 0.443
C -1.762 -1.409 0.534
C -1.654 2.944 0.324
C 2.225 -4.444 -0.142
C -3.136 3.618 2.114
C -3.454 6.122 -0.723
C 1.995 1.521 -0.074
C 2.558 0.026 1.862
C -3.544 4.701 1.356
C 2.501 -7.101 0.606
H -4.274 5.391 1.762
H -2.788 6.965 -0.527
H -1.677 4.195 -1.415
H -3.819 -0.730 0.546
H -1.062 -1.328 1.370
H 1.189 3.374 -2.775
H 2.594 3.746 -1.764
H -3.525 3.458 3.112
H 0.977 3.866 -1.078
H -2.157 -2.422 0.523
H -3.419 5.913 -1.792
H 2.169 2.331 0.619
H -2.674 0.500 0.040
H 3.455 -0.591 1.913
H 1.897 -5.192 -2.123
H -3.721 0.343 2.546
H 2.142 -7.562 -1.458
H 2.735 0.991 2.327
H 2.610 -8.137 0.898
H 1.776 -0.498 2.410
H 2.833 -6.347 2.589
H -4.464 6.433 -0.463
H 2.587 -3.976 1.916
H -0.918 2.248 -0.057
*
```

Properties
F_max: 0.7 eV/A
total energy: -11539.34756 Eh
Kohn-Sham gap: 5.8 eV
E_HOMO: -0.401 Ha

No. 4
Molecular formula: C22H24N4O
Method: DFT, ωB97M-V with the def2-TZVPD basis set

```
! RIJCOSX wB97M-V def2-TZVPD def2/J DEFGRID3
* xyz 0 1
O 2.984 -0.725 1.561
N 2.306 0.840 0.111
N -5.102 -1.429 -0.321
N -3.312 0.893 0.132
N 8.051 -0.839 -0.568
C 0.097 1.712 -0.872
C 0.287 0.125 1.061
C 7.702 -2.319 -0.599
C 6.981 0.175 -0.485
C -4.114 0.334 1.376
C 4.904 1.977 0.541
C 5.691 -0.463 0.114
C 7.236 1.428 -0.022
C 0.968 0.647 -0.006
C -7.211 -0.124 0.116
C 3.376 0.244 0.614
C -4.061 0.894 -1.116
C -1.838 0.755 0.163
C -1.124 0.008 0.924
C 4.626 0.547 0.257
C -6.463 -1.567 -0.516
C -1.233 1.805 -0.717
C 5.319 -1.847 0.096
C -4.278 -1.318 1.056
C 6.455 -2.505 -0.364
C 6.330 2.408 0.176
C -4.483 -0.698 -1.238
H 0.858 -0.742 1.762
H -3.526 -1.860 0.836
H 6.543 3.280 0.174
H -4.890 -0.710 -2.258
H -6.987 0.665 -0.674
H -3.478 0.090 2.236
H -1.662 -0.651 1.899
H 8.547 -2.747 -0.833
H 2.721 1.579 -0.804
H -6.930 -1.622 -1.320
H 4.419 -2.066 0.155
H 4.327 2.828 0.692
H -8.170 -0.238 -0.046
H -4.865 1.347 -0.768
H -5.111 -1.624 1.913
H -6.870 0.171 1.044
H -6.746 -2.149 0.272
H -3.425 -0.991 -1.752
H -1.728 2.298 -1.395
H 6.226 -3.758 -0.507
H 0.709 2.272 -1.215
H -5.020 0.848 1.363
H -3.330 1.280 -1.816
H 8.294 1.542 -0.428
*
```

Properties
F_max: 13.7 eV/A
total energy: -1146.25050 Eh
structure (SMILES): CCN1CCN(c2ccc(NC(=O)c3cccc4ncccc34)cc2)CC1
Kohn-Sham gap: 5.8 eV
E_HOMO: -0.251 Ha

No. 5
Molecular formula: C22H24N4O2
Method: DFT, ωB97M-V with the def2-TZVPD basis set

```
! RIJCOSX wB97M-V def2-TZVPD def2/J DEFGRID3
* xyz 0 1
O -3.787 -1.356 1.291
O -4.472 -1.289 -0.906
N 4.862 -1.868 0.400
N 3.702 -2.516 0.444
N 0.168 2.766 0.714
N 2.708 1.760 -0.226
C -3.333 0.842 -1.467
C -0.755 -2.636 -1.334
C -2.553 1.855 -0.913
C -1.257 2.927 0.962
C -0.505 -3.490 0.892
C 2.682 -1.801 -0.096
C 0.782 -2.989 0.942
C 0.718 1.540 1.262
C -3.274 -0.234 0.690
C 4.599 -0.704 -0.157
C 2.548 0.589 -1.082
C -2.133 1.826 0.409
C 2.083 2.947 -0.775
C 2.246 1.576 1.136
C -2.490 0.752 1.232
C 3.240 -0.596 -0.503
C 0.535 -2.139 -1.291
C -4.629 -1.951 0.329
C 1.319 -2.311 -0.152
C 0.551 2.927 -0.676
C -1.273 -3.320 -0.247
C -3.690 -0.193 -0.640
H -5.681 -1.869 0.659
H -1.385 2.982 2.047
H 5.369 0.027 -0.295
H 0.952 -1.644 -2.155
H 2.457 3.802 -0.204
H 2.625 2.420 1.718
H -4.373 -3.013 0.217
H 3.661 -3.457 0.803
H -2.180 0.708 2.263
H -2.270 -3.730 -0.294
H 0.321 0.641 0.757
H 0.146 2.122 -1.314
H 2.674 0.656 1.538
H -2.287 2.698 -1.533
H 3.002 0.843 -2.048
H 1.492 0.335 -1.258
H -1.552 3.888 0.532
H 1.374 -3.110 1.839
H -0.911 -4.015 1.744
H -3.659 0.876 -2.494
H 0.155 3.880 -1.036
H 2.387 3.062 -1.818
H 0.446 1.481 2.318
H -1.354 -2.499 -2.222
*
```

Properties
F_max: 1.3 eV/A
total energy: -1222.20849 Eh
structure (SMILES): c1ccc(-c2[nH]ncc2CN2CCN(Cc3ccc4c(c3)OCO4)CC2)cc1
Kohn-Sham gap: 8.7 eV
E_HOMO: -0.293 Ha

No. 6
Molecular formula: C22H24N4O4S2
Method: DFT, ωB97M-V with the def2-TZVPD basis set

```
! RIJCOSX wB97M-V def2-TZVPD def2/J DEFGRID3
* xyz 0 1
S -2.227 3.715 0.882
S 1.229 -0.134 2.081
O 3.119 2.347 -1.177
O -0.286 1.898 2.298
O 3.259 -3.495 2.077
O 4.441 0.593 -1.586
N 1.267 2.166 0.694
N -1.246 1.702 -0.634
N -3.321 1.357 0.011
N -1.626 0.502 -1.091
C 3.474 1.207 -0.913
C -2.859 0.285 -0.715
C -3.716 -3.313 -1.164
C 1.821 0.935 0.891
C -4.226 0.937 2.232
C -4.499 1.479 0.831
C -3.620 -0.914 -1.033
C -3.018 -2.159 -0.863
C 4.321 -1.703 -0.024
C -5.610 -2.001 -1.832
C 2.465 -2.609 2.330
C -5.015 -3.237 -1.640
C -0.415 3.882 0.939
C -2.253 2.200 0.032
C 2.423 -1.337 1.619
C 5.039 1.329 -2.653
C 2.880 0.412 0.158
C 6.095 0.452 -3.300
C 0.168 2.558 1.386
C 1.439 -2.760 3.429
C -4.917 -0.842 -1.534
C 3.223 -0.904 0.583
H 5.476 2.249 -2.248
H 4.112 -1.873 -1.079
H -2.004 -2.202 -0.497
H -3.376 1.449 2.677
H -5.097 1.088 2.863
H -3.246 -4.275 -1.027
H -5.314 0.924 0.365
H -4.765 2.539 0.878
H 6.853 0.177 -2.572
H 1.577 -1.982 4.176
H 0.437 -2.660 3.019
H 1.549 -3.736 3.894
H -6.615 -1.939 -2.223
H 4.418 -2.656 0.485
H -5.374 0.120 -1.723
H 6.566 0.991 -4.117
H 5.258 -1.155 0.039
H 1.663 2.664 -0.109
H -0.051 4.175 -0.044
H -4.004 -0.127 2.186
H -0.212 4.661 1.674
H -5.561 -4.140 -1.872
H 5.641 -0.455 -3.688
H 4.259 1.611 -3.369
*
```

Properties
F_max: 1.2 eV/A
total energy: -2169.15093 Eh
structure (SMILES): CCOC(=O)c1c(NC(=O)CSc2nnc(-c3ccccc3)n2CC)sc(C(C)=O)c1C
Kohn-Sham gap: 8.6 eV
E_HOMO: -0.302 Ha

No. 7
Molecular formula: C22H24N5O5PdS
Method: DFT, ωB97M-V with the def2-TZVPD basis set

```
! RIJCOSX wB97M-V def2-TZVPD def2/J DEFGRID3
* xyz 1 1
Pd 0.256 -0.977 -0.207
S -0.112 -1.140 2.319
O 0.843 4.253 -0.696
O -2.752 1.599 -1.799
O -1.242 -0.008 -1.985
O 1.849 0.255 -0.265
O 0.185 1.645 0.062
N -1.189 -2.434 -0.325
N -1.840 0.849 1.747
N -1.388 3.476 -2.904
N -2.410 -0.374 3.468
N 1.451 -2.802 -0.444
C 3.143 4.818 -0.400
C -2.995 -4.515 -0.350
C -1.575 1.144 -2.175
C 3.752 2.174 0.067
C 2.423 2.525 -0.166
C -3.494 0.591 3.389
C 1.401 1.447 -0.117
C 1.331 -5.066 0.282
C -0.746 -3.704 -0.220
C -3.011 1.537 2.269
C -3.429 -3.204 -0.447
C 2.716 -5.117 0.335
C 4.448 4.444 -0.147
C -1.496 -0.192 2.504
C 3.452 -3.994 -0.008
C 4.760 3.114 0.086
C 2.120 3.871 -0.413
C 0.721 -3.883 -0.123
C -1.640 -4.769 -0.241
C 2.775 -2.844 -0.383
C -2.489 -2.189 -0.435
C -0.681 2.198 -2.819
H 4.531 -3.998 0.023
H -0.352 1.812 -3.785
H -1.164 1.260 1.108
H 3.213 -6.022 0.652
H -4.475 -2.962 -0.542
H -3.759 1.673 1.491
H -1.276 -5.783 -0.191
H -3.620 1.112 4.339
H -2.763 -1.148 -0.532
H -0.886 4.207 -2.418
H -1.546 3.771 -3.858
H -3.702 -5.332 -0.370
H 2.906 5.856 -0.596
H -2.734 2.519 2.663
H -2.741 2.561 -2.065
H 3.972 1.133 0.250
H 0.829 5.214 -0.762
H 0.742 -5.923 0.569
H 0.194 2.278 -2.180
H 5.779 2.818 0.282
H 3.289 -1.924 -0.636
H 5.225 5.197 -0.138
H -4.435 0.098 3.130
H -2.365 -1.145 4.107
*
```

Properties
F_max: 0.8 eV/A
total energy: -2028.70279 Eh
Kohn-Sham gap (alpha / beta): 7.4 / 7.5 eV
E_HOMO (alpha / beta): -0.387 / -0.391 Ha

No. 8
Molecular formula: C22H24NO4STc
Method: DFT, ωB97M-V with the def2-TZVPD basis set

```
! RIJCOSX wB97M-V def2-TZVPD def2/J DEFGRID3
* xyz -1 4
Tc -0.264 -0.966 -0.069
S 2.963 -0.139 1.334
O -1.746 0.103 -1.345
O 4.074 -0.510 0.339
O 2.977 -1.220 2.430
O 0.263 2.255 0.317
N 1.336 0.284 0.583
C -0.105 -2.499 -1.856
C 1.235 1.643 0.711
C 1.804 -1.414 -1.225
C -2.919 -0.190 -2.215
C 0.420 -3.152 -0.729
C 0.751 -1.412 -2.158
C -0.552 -2.244 1.890
C 2.477 3.676 1.774
C -1.845 -2.074 1.346
C -1.075 -0.032 2.009
C 4.452 1.844 2.629
C -3.435 1.237 -1.971
C -2.122 1.509 -1.249
C 4.578 3.200 2.941
C -0.061 -0.980 2.275
C -2.167 -0.707 1.448
C 3.339 1.443 1.900
C -2.466 -0.432 -3.634
C 3.595 4.115 2.515
C 1.595 -2.473 -0.332
C 2.356 2.316 1.462
C -3.759 -1.311 -1.667
H 3.705 5.161 2.762
H -1.401 2.130 -1.771
H -4.662 -1.419 -2.267
H -2.260 -1.483 -3.818
H 5.202 1.125 2.939
H -3.617 1.823 -2.867
H -2.476 -2.851 0.948
H -0.983 -2.800 -2.401
H -3.216 -2.253 -1.699
H 5.437 3.540 3.506
H 0.603 -0.675 -2.926
H 2.579 -0.673 -1.156
H 1.725 4.384 1.455
H -0.987 1.029 2.151
H 2.209 -2.710 0.521
H -4.054 -1.124 -0.639
H -0.026 -3.176 1.989
H -4.310 1.276 -1.329
H -0.010 -4.015 -0.250
H 0.908 -0.765 2.690
H -3.076 -0.246 1.102
H -1.564 0.136 -3.853
H -3.245 -0.115 -4.327
H -2.181 1.831 -0.215
*
```

Properties
F_max: 5.5 eV/A
total energy: -1687.26489 Eh
Kohn-Sham gap (alpha / beta): 4.6 / 5.3 eV
E_HOMO (alpha / beta): -0.064 / -0.091 Ha

No. 9
Molecular formula: C22H24O6
Method: DFT, ωB97M-V with the def2-TZVPD basis set

```
! RIJCOSX wB97M-V def2-TZVPD def2/J DEFGRID3
* xyz 0 1
O 0.536 8.209 -1.099
O -5.193 2.618 1.754
O -3.799 3.163 3.432
O -4.948 6.662 2.014
O -4.299 5.452 3.753
O -3.101 2.217 0.177
C -4.035 4.047 5.638
C 0.189 -0.035 3.156
C -2.042 4.717 4.217
C -2.194 2.703 0.984
C -3.510 4.340 4.231
C -0.114 2.141 2.145
C -1.669 5.299 -1.075
C 0.422 9.637 -0.853
C -3.824 4.588 1.528
C -2.778 5.788 -0.366
C -3.928 4.904 0.086
C 0.695 1.225 2.809
C -1.777 8.002 -0.352
C -1.959 0.529 2.178
C -0.587 6.117 -1.348
C -1.136 -0.375 2.835
C -4.355 3.369 2.169
C -0.597 7.470 -0.926
C -4.347 5.672 2.394
C -2.824 7.148 -0.058
C -1.444 1.793 1.802
C -2.902 1.763 -1.186
H -1.532 -1.360 3.088
H -3.397 3.305 6.123
H -2.998 0.302 1.922
H -1.802 3.717 0.823
H -1.444 3.949 4.724
H 1.730 1.487 3.039
H -4.834 5.516 0.012
H -1.855 9.061 -0.100
H 0.103 9.834 0.182
H -1.640 4.259 -1.411
H -3.438 2.461 -1.843
H -3.714 7.551 0.417
H -5.045 3.640 5.556
H -1.835 1.720 -1.447
H -1.678 4.832 3.191
H -3.363 0.777 -1.249
H -4.026 3.995 -0.507
H 0.296 5.753 -1.874
H -0.287 10.089 -1.565
H 1.426 10.030 -1.020
H 0.828 -0.761 3.660
H -4.068 4.955 6.245
H 0.238 3.132 1.843
H -1.918 5.672 4.749
*
```

Properties
F_max: 1.8 eV/A
total energy: -1304.02714 Eh
Kohn-Sham gap: 5.8 eV
E_HOMO: -0.278 Ha

What is the F_max in the sixth record?
1.2 eV/A

Which of these has the lowest F_max?
C22H24N3O6SSe4W

Number 4 is which compound?
C22H24N4O